# 1
ORCA calculation (ωB97M-V/def2-TZVPD) on the molecule C4H8N2OS in a non-equilibrium geometry.

LUMO   0.7 eV
SMILES   O/N=C\N1CC(S)C1
Electronic energy   -740.0013 Ha
Gap between HOMO and LUMO   8.9 eV
Max |F|   6.6 eV/A
HOMO energy   -8.2 eV

Atoms and positions in Å:
1 O 0.280 2.235 -1.657
2 N -0.156 1.295 -2.583
3 C -0.291 0.218 -1.911
4 N 0.128 -0.120 -0.632
5 C 0.001 -1.503 0.001
6 C 0.173 -0.753 1.375
7 S -1.270 -0.954 2.565
8 C 0.160 0.538 0.683
9 H 0.797 3.061 -2.314
10 H -0.683 -0.647 -2.404
11 H 0.703 -2.309 -0.106
12 H -0.981 -1.972 -0.125
13 H 1.119 -0.907 1.899
14 H -0.427 -0.478 3.469
15 H 1.157 1.076 0.899
16 H -0.711 1.220 0.841

---

# 2
ORCA calculation (ωB97M-V/def2-TZVPD) on a cluster of 3 separate species, C21H30Cl4N2O3 in total in a non-equilibrium geometry.

LUMO   -1.1 eV
SMILES   CCCCOc1ccc(CN)c2c1C(=O)C=C(NCC)C2=O.ClCCCl.ClCCCl
Electronic energy   -2993.9225 Ha
Gap between HOMO and LUMO   7.4 eV
Max |F|   4.4 eV/A
HOMO energy   -8.5 eV

Atoms and positions in Å:
1 C 4.192 -1.400 0.692
2 C 4.163 -0.250 -0.430
3 C 3.530 1.158 0.102
4 C 2.812 1.810 -1.208
5 O 1.605 1.091 -1.560
6 C 0.477 1.529 -0.832
7 C 0.453 2.591 0.292
8 C -0.890 3.015 0.990
9 C -2.250 2.358 0.554
10 C -3.579 2.869 1.269
11 N -3.911 2.080 2.501
12 C -2.251 1.243 -0.549
13 C -0.891 0.850 -1.219
14 C -0.993 -0.305 -2.339
15 O -0.135 -0.500 -3.233
16 C -2.260 -1.300 -2.344
17 C -3.519 -0.940 -1.752
18 N -4.645 -1.868 -1.826
19 C -4.384 -3.173 -1.145
20 C -5.553 -3.397 -0.038
21 C -3.598 0.506 -1.039
22 O -4.750 0.993 -0.882
23 H 5.130 -2.044 0.479
24 H 3.303 -2.126 0.547
25 H 4.244 -1.017 1.769
26 H 5.193 -0.081 -0.920
27 H 3.487 -0.643 -1.283
28 H 4.451 1.794 0.395
29 H 2.805 1.015 0.972
30 H 3.560 1.619 -2.070
31 H 2.699 2.944 -1.140
32 H 1.407 3.108 0.625
33 H -0.910 3.808 1.826
34 H -3.355 3.944 1.639
35 H -4.476 2.994 0.549
36 H -4.119 1.130 2.161
37 H -4.733 2.506 2.966
38 H -2.115 -2.326 -2.847
39 H -5.536 -1.439 -1.549
40 H -4.456 -4.010 -1.939
41 H -3.379 -3.244 -0.612
42 H -6.508 -3.842 -0.486
43 H -5.714 -2.379 0.460
44 H -5.141 -4.115 0.748
45 Cl -2.994 -1.503 6.937
46 C -1.796 -0.319 6.356
47 C -2.080 0.134 4.938
48 Cl -1.810 -1.165 3.749
49 H -0.805 -0.770 6.442
50 H -1.841 0.536 7.034
51 H -1.411 0.953 4.668
52 H -3.107 0.486 4.827
53 Cl 4.997 -0.333 -3.763
54 C 6.488 -0.658 -4.680
55 C 7.705 -0.743 -3.780
56 Cl 8.131 0.836 -3.073
57 H 6.601 0.124 -5.433
58 H 6.342 -1.609 -5.196
59 H 8.570 -1.076 -4.357
60 H 7.550 -1.449 -2.962

---

# 3
ORCA calculation (ωB97M-V/def2-TZVPD) on the molecule C3H4N4 in a non-equilibrium geometry.

LUMO   -1.3 eV
SMILES   C/N=N/N=C=C=N
Electronic energy   -335.5028 Ha
Gap between HOMO and LUMO   7.2 eV
Max |F|   6.9 eV/A
HOMO energy   -8.5 eV

Atoms and positions in Å:
1 C 2.826 -0.217 0.102
2 N 1.482 -0.688 -0.076
3 N 0.564 0.139 0.136
4 N -0.600 -0.063 0.314
5 C -1.774 0.242 0.164
6 C -3.012 0.167 -0.031
7 N -4.349 0.110 -0.018
8 H 3.406 -0.398 -0.965
9 H 2.839 0.904 0.245
10 H 3.412 -0.593 1.036
11 H -4.794 0.398 -0.907

---

# 4
ORCA calculation (ωB97M-V/def2-TZVPD) on the ion C5H10 with charge +1 in a non-equilibrium geometry.

LUMO (alpha / beta)   -4.9 / -8.5 eV
Net charge   +1
Multiplicity   2
Electronic energy   -196.1215 Ha
Gap between HOMO and LUMO (alpha / beta)   11.1 / 7.6 eV
Max |F|   2.2 eV/A
HOMO energy (alpha / beta)   -16.0 / -16.0 eV

Atoms and positions in Å:
1 C 0.268 -2.161 -0.525
2 C 0.626 -0.998 0.419
3 C -0.245 0.189 0.049
4 C 0.055 1.477 0.531
5 C -0.687 2.609 0.191
6 H 0.591 -3.141 -0.193
7 H 0.362 -1.891 -1.573
8 H -0.828 -2.296 -0.470
9 H 1.678 -0.775 0.292
10 H 0.313 -1.289 1.422
11 H 0.143 0.535 -0.987
12 H -1.280 0.055 -0.278
13 H 0.938 1.532 1.163
14 H -1.556 2.537 -0.450
15 H -0.377 3.618 0.408

---

# 5
ORCA calculation (ωB97M-V/def2-TZVPD) on a structure of composition C32H44HfN4P2Si in a non-equilibrium geometry.

LUMO   -8.9 eV
Net charge   +2
Electronic energy   -2484.2217 Ha
Gap between HOMO and LUMO   3.9 eV
Max |F|   7.8 eV/A
HOMO energy   -12.8 eV

Atoms and positions in Å:
1 Hf 0.056 0.535 2.366
2 C 3.449 -0.865 -5.374
3 C 2.293 -0.194 -5.370
4 C 1.003 -0.624 -5.997
5 C 0.712 -2.147 -5.988
6 C 0.995 -2.838 -4.677
7 C 2.164 -3.387 -4.331
8 C 3.404 -3.438 -5.185
9 C 3.697 -2.186 -6.051
10 C -0.087 -1.155 3.745
11 H 4.343 -0.440 -4.899
12 H 2.255 0.814 -4.948
13 H 0.948 -0.274 -7.042
14 H 0.187 -0.107 -5.470
15 H -0.364 -2.263 -6.203
16 H 1.251 -2.624 -6.817
17 H 0.125 -2.911 -4.012
18 H 2.260 -3.928 -3.386
19 H 3.379 -4.308 -5.863
20 H 4.262 -3.610 -4.518
21 H 4.769 -2.225 -6.311
22 H 3.143 -2.260 -6.996
23 H 0.663 -0.825 4.495
24 H 0.194 -2.172 3.436
25 H -1.073 -1.212 4.241
26 P -1.101 -1.092 0.869
27 P 0.027 1.674 0.117
28 N -0.318 -2.772 0.639
29 N -2.834 -1.532 1.133
30 N 1.573 1.648 -0.734
31 N -0.307 3.377 -0.208
32 C -1.146 -0.655 -0.926
33 C -1.106 0.873 -1.099
34 C 0.888 -3.143 1.239
35 C 1.112 -4.496 1.019
36 C 0.024 -4.981 0.227
37 C -0.836 -3.902 0.007
38 C -3.355 -2.086 2.311
39 C -4.731 -2.237 2.156
40 C -5.073 -1.759 0.851
41 C -3.901 -1.315 0.258
42 C 2.793 1.452 -0.071
43 C 3.743 1.083 -1.007
44 C 3.109 1.082 -2.292
45 C 1.791 1.469 -2.100
46 C -0.120 4.053 -1.420
47 C -0.687 5.312 -1.306
48 C -1.260 5.408 0.008
49 C -1.025 4.208 0.655
50 H -2.017 -1.093 -1.438
51 H -0.246 -1.118 -1.363
52 H -0.832 1.173 -2.118
53 H -2.084 1.328 -0.874
54 H 1.490 -2.420 1.773
55 H 1.951 -5.068 1.394
56 H -0.107 -5.993 -0.124
57 H -1.765 -3.854 -0.548
58 H -2.710 -2.258 3.162
59 H -5.416 -2.619 2.897
60 H -6.059 -1.715 0.413
61 H -3.746 -0.819 -0.689
62 H 2.874 1.629 0.996
63 H 4.786 0.861 -0.817
64 H 3.559 0.807 -3.238
65 H 1.016 1.677 -2.831
66 H 0.406 3.595 -2.241
67 H -0.697 6.064 -2.072
68 H -1.780 6.254 0.421
69 H -1.281 3.844 1.637
70 C -2.710 1.858 6.808
71 Si -1.240 2.828 6.199
72 C -1.441 4.655 6.602
73 C 0.354 2.258 7.002
74 C -1.116 2.424 4.391
75 C -1.069 2.162 3.170
76 H -2.981 2.205 7.812
77 H -2.481 0.785 6.845
78 H -3.563 1.995 6.132
79 H -1.577 4.827 7.680
80 H -0.543 5.199 6.281
81 H -2.309 5.070 6.075
82 H 0.440 1.164 6.982
83 H 1.215 2.673 6.462
84 H 0.390 2.596 8.049

---

# 6
ORCA calculation (ωB97M-V/def2-TZVPD) on a cluster of 2 separate species, C12H24O6PS in total in a non-equilibrium geometry.

LUMO   2.6 eV
Net charge   -1
Electronic energy   -1662.6095 Ha
Gap between HOMO and LUMO   7.2 eV
Max |F|   2.7 eV/A
HOMO energy   -4.5 eV

Atoms and positions in Å:
1 C 0.712 6.122 0.336
2 C -0.783 6.114 -0.183
3 P -1.597 4.447 0.207
4 C -3.304 4.708 0.940
5 C -1.724 3.618 -1.503
6 O -0.394 3.150 -1.799
7 C -0.211 1.828 -1.259
8 C 1.298 1.505 -0.885
9 S 2.265 3.091 -0.805
10 O 1.949 0.682 -1.828
11 C 1.473 -0.663 -1.782
12 C 1.832 -1.426 -0.445
13 O 0.958 -2.193 0.020
14 O 2.947 -1.242 0.156
15 H 0.907 7.030 0.956
16 H 1.450 6.116 -0.507
17 H 0.921 5.201 0.936
18 H -0.741 6.280 -1.293
19 H -1.347 6.975 0.248
20 H -3.511 3.913 1.700
21 H -3.405 5.690 1.470
22 H -4.137 4.672 0.184
23 H -2.411 2.737 -1.496
24 H -2.060 4.345 -2.287
25 H -0.856 1.677 -0.349
26 H -0.566 1.076 -2.010
27 H 1.294 1.107 0.158
28 H 3.061 2.940 0.309
29 H 0.371 -0.777 -1.937
30 H 1.962 -1.246 -2.609
31 O -0.283 -8.901 0.437
32 C -0.142 -7.712 0.594
33 O 1.086 -7.192 0.696
34 C 1.362 -5.777 0.696
35 C 1.220 -5.198 2.087
36 C -1.337 -6.808 0.768
37 H 0.747 -5.258 -0.040
38 H 2.394 -5.668 0.366
39 H 0.200 -5.300 2.464
40 H 1.484 -4.139 2.089
41 H 1.871 -5.727 2.787
42 H -1.661 -6.842 1.808
43 H -2.140 -7.176 0.129
44 H -1.156 -5.777 0.473

---

Among the records above, which one has the highest max |F|?
C32H44HfN4P2Si